{"formula": "C30H29ClCsN3O10P", "method": "wB97M-V/def2-TZVPD", "species": ["Cs", "O", "C", "O", "C", "C", "C", "C", "C", "N", "C", "O", "O", "H", "H", "H", "H", "O", "Cl", "O", "O", "O", "O", "N", "C", "C", "C", "C", "C", "C", "C", "P", "C", "C", "C", "C", "C", "C", "C", "C", "C", "C", "C", "C", "H", "H", "H", "H", "H", "H", "H", "H", "H", "H", "H", "H", "H", "H", "H", "H", "C", "N", "C", "C", "C", "O", "H", "H", "H", "H", "H", "H", "H", "H", "H"], "coordinates": [[-1.241194, -1.279917, 1.165630], [0.687786, -5.349760, 4.940889], [-0.092245, -4.737434, 4.017987], [-0.902593, -3.908072, 4.317803], [0.223305, -5.174997, 2.624180], [0.690787, -6.448661, 2.341375], [0.869987, -6.785192, 1.005885], [0.629056, -5.828356, 0.038726], [0.240020, -4.545626, 0.429860], [-0.002064, -4.245913, 1.700335], [0.187844, -3.433911, -0.618638], [-0.540947, -3.589015, -1.601348], [0.892051, -2.430340, -0.319863], [0.447359, -4.959723, 5.794406], [0.892237, -7.144660, 3.142543], [1.202861, -7.776804, 0.726656], [0.753775, -6.028795, -1.017452], [-3.828152, -0.251594, 3.130106], [-3.851775, 0.420118, 1.869714], [-4.936247, 1.323062, 1.757383], [-2.600832, 1.144362, 1.721231], [-3.929288, -0.584961, 0.827830], [2.884964, -1.114190, -1.697618], [2.400532, -0.208189, -2.596132], [1.130868, -0.115915, -2.684722], [0.542192, 0.788853, -3.687209], [1.110258, 0.848274, -4.961798], [0.559513, 1.648359, -5.947547], [-0.581579, 2.394066, -5.681146], [-1.145561, 2.355209, -4.415949], [-0.585449, 1.571593, -3.408292], [-1.210171, 1.553385, -1.705042], [-0.256262, 2.909267, -0.932911], [0.230157, 4.006385, -1.651081], [0.950483, 5.004392, -1.014515], [1.189597, 4.923719, 0.352348], [0.706775, 3.844935, 1.073267], [-0.008539, 2.838851, 0.434124], [-2.893690, 2.210341, -1.825569], [-3.868511, 1.341219, -2.317373], [-5.196816, 1.732793, -2.365598], [-5.571492, 2.984501, -1.900469], [-4.613019, 3.844079, -1.387864], [-3.278402, 3.463180, -1.351710], [2.135798, -1.623525, -1.288982], [0.516949, -0.751808, -2.034438], [1.984418, 0.242693, -5.163432], [1.010591, 1.678321, -6.932526], [-1.030805, 3.009013, -6.452100], [-2.028911, 2.946848, -4.203488], [0.049329, 4.065614, -2.717395], [1.326546, 5.846259, -1.583511], [1.750989, 5.702365, 0.854870], [0.880355, 3.776883, 2.140548], [-0.404706, 2.014626, 1.013293], [-3.591442, 0.343024, -2.637954], [-5.944499, 1.043270, -2.738257], [-6.614382, 3.277087, -1.915143], [-4.900766, 4.812618, -0.996974], [-2.540492, 4.134830, -0.932607], [4.306525, 0.324369, 2.690560], [3.219181, -0.201274, 3.496263], [2.874340, 0.522315, 4.704219], [2.567086, -1.368982, 3.197837], [3.004259, -2.060047, 1.935523], [1.669305, -1.802834, 3.902770], [4.551287, 1.323313, 3.044136], [4.034242, 0.403617, 1.638581], [5.208801, -0.289893, 2.769458], [3.717419, 0.546821, 5.401656], [2.036431, 0.018354, 5.176239], [2.592505, 1.551516, 4.469491], [4.040628, -2.394486, 2.021190], [2.946699, -1.398720, 1.069440], [2.344773, -2.901129, 1.748300]], "forces_ev_per_angstrom": [[0.6, -0.4, 0.3], [0.0, -0.2, 0.0], [0.2, 0.5, 0.3], [-0.1, -0.1, -0.1], [-0.2, -0.1, -0.1], [0.0, 0.1, 0.0], [0.0, 0.1, -0.1], [0.0, 0.0, 0.0], [0.2, -0.4, -0.2], [0.1, 0.2, -0.2], [-0.4, -0.1, -0.1], [0.1, -0.2, 0.1], [0.5, 0.1, -0.2], [0.0, 0.0, -0.1], [0.0, 0.0, 0.0], [0.0, 0.0, 0.0], [0.0, 0.0, 0.0], [-0.1, -0.2, 0.7], [0.1, 0.0, -0.3], [-0.7, 0.5, 0.1], [0.1, 0.4, -0.1], [-0.4, 0.1, -0.4], [-0.1, -0.3, 0.2], [-0.2, 0.3, -0.3], [0.4, -0.5, 0.5], [0.0, 0.0, -0.3], [0.0, 0.0, 0.1], [0.0, 0.0, 0.0], [0.0, 0.0, 0.0], [0.0, 0.0, -0.1], [-0.1, 0.1, -0.2], [0.1, -0.6, 0.7], [0.0, 0.3, -0.2], [0.0, -0.2, 0.1], [0.0, 0.0, 0.0], [0.0, 0.1, 0.0], [-0.1, -0.1, 0.1], [0.0, 0.1, 0.1], [-0.1, 0.2, 0.0], [-0.1, 0.1, 0.0], [0.0, -0.1, 0.0], [0.0, 0.1, 0.0], [0.0, 0.0, 0.0], [0.0, -0.1, -0.1], [0.0, 0.1, 0.0], [-0.2, 0.3, -0.3], [0.0, 0.0, 0.0], [0.0, 0.0, 0.0], [0.0, 0.0, 0.0], [0.0, 0.0, 0.0], [0.0, 0.0, 0.0], [0.0, 0.0, 0.0], [0.0, 0.0, 0.0], [0.0, 0.0, 0.0], [0.0, 0.0, 0.0], [0.0, 0.0, 0.0], [0.0, 0.0, 0.0], [0.0, 0.0, 0.0], [0.0, 0.0, 0.0], [0.0, 0.0, 0.0], [0.0, -0.1, 0.0], [-0.1, 0.0, 0.1], [0.0, -0.1, 0.0], [0.0, 0.3, -0.1], [0.1, -0.1, -0.1], [0.0, -0.1, 0.1], [0.0, 0.0, 0.0], [0.0, 0.0, 0.0], [0.0, 0.0, 0.0], [0.0, 0.0, 0.0], [0.0, 0.0, 0.0], [0.0, 0.0, 0.0], [0.0, 0.0, 0.0], [0.0, 0.0, 0.0], [0.1, 0.0, 0.1]], "e_lumo_ev": 2.1, "charge": -1, "de_lowest_kj_mol": 77.2, "spin_multiplicity": 1, "homo_energy_ev": -5.76, "orbital_gap_ev": 7.87}

***

{"formula": "C30H29ClN2OPPtS", "method": "wB97M-V/def2-TZVPD", "species": ["Pt", "C", "C", "N", "C", "C", "C", "S", "N", "C", "O", "C", "C", "C", "C", "C", "C", "H", "H", "H", "H", "H", "H", "H", "H", "H", "H", "H", "H", "H", "H", "H", "Cl", "C", "C", "C", "C", "C", "C", "P", "C", "C", "C", "C", "C", "C", "C", "C", "C", "C", "C", "C", "H", "H", "H", "H", "H", "H", "H", "H", "H", "H", "H", "H", "H", "H"], "coordinates": [[0.332738, -0.326515, 0.398067], [5.841765, 0.259102, -1.267144], [5.241413, 0.544897, 0.103117], [4.342170, 1.721574, 0.107621], [4.960933, 3.047736, 0.346570], [5.159826, 3.844368, -0.937483], [3.051231, 1.632970, -0.095967], [2.428212, 0.005460, -0.504055], [2.301295, 2.730549, -0.084500], [0.977517, 2.793237, -0.058899], [0.125689, 1.885557, 0.067098], [0.437616, 4.196525, -0.168174], [1.311463, 5.323686, -0.162384], [0.819193, 6.661305, -0.265951], [-0.520485, 6.880075, -0.347324], [-1.392582, 5.759609, -0.383287], [-0.897846, 4.416259, -0.266087], [6.535142, -0.576019, -1.174690], [6.401132, 1.114231, -1.643861], [5.077234, -0.006997, -1.998031], [6.030300, 0.755005, 0.822283], [4.696726, -0.318914, 0.484427], [5.916046, 2.864131, 0.831505], [4.328749, 3.588319, 1.047847], [5.825683, 3.329391, -1.628156], [5.618561, 4.801447, -0.689340], [4.213341, 4.028661, -1.445161], [2.375315, 5.149609, -0.060527], [1.514368, 7.490659, -0.279381], [-0.918708, 7.883758, -0.407506], [-2.454790, 5.921110, -0.523948], [-1.585124, 3.581532, -0.263118], [-2.252131, -0.209734, 0.492927], [-2.855663, -1.791337, 0.015953], [-4.201169, -1.901954, -0.246772], [-4.707254, -3.146353, -0.611662], [-3.871787, -4.247525, -0.706088], [-2.515912, -4.117192, -0.443269], [-1.989715, -2.881022, -0.067300], [-0.244033, -2.690649, 0.275745], [-0.019741, -2.357611, 2.025757], [-1.065072, -2.353078, 2.957324], [-0.816487, -1.929628, 4.245327], [0.453418, -1.454655, 4.614791], [1.492141, -1.443938, 3.707103], [1.274343, -1.905351, 2.407319], [0.660721, -4.139248, -0.211979], [0.797040, -4.416251, -1.576898], [1.439024, -5.575819, -1.970480], [1.956973, -6.440745, -1.011265], [1.829070, -6.157693, 0.343037], [1.188707, -5.000649, 0.754630], [-4.849868, -1.039176, -0.171334], [-5.763073, -3.243607, -0.825325], [-4.272328, -5.212088, -0.986889], [-1.862854, -4.976320, -0.526031], [-2.051034, -2.700801, 2.676717], [-1.607212, -1.970848, 4.983552], [0.622856, -1.120269, 5.629891], [2.477910, -1.117994, 4.010513], [2.115538, -2.067716, 1.744999], [0.398758, -3.735695, -2.321168], [1.538767, -5.807471, -3.022280], [2.466869, -7.342856, -1.322843], [2.218005, -6.846150, 1.081052], [1.080167, -4.788193, 1.810484]], "forces_ev_per_angstrom": [[0.5, -0.1, -0.2], [0.0, 0.0, 0.0], [0.1, 0.0, -0.2], [0.0, -0.1, 0.1], [0.0, 0.2, -0.1], [0.0, -0.1, 0.0], [0.0, -0.2, 0.1], [-0.3, -0.1, 0.1], [-0.1, 0.3, -0.1], [0.4, -0.1, 0.0], [-0.3, -0.1, -0.1], [0.3, 0.1, 0.1], [-0.1, 0.0, 0.0], [0.2, -0.2, 0.0], [-0.2, -0.2, -0.1], [0.1, 0.0, 0.0], [-0.3, 0.2, 0.0], [0.0, 0.0, 0.0], [0.0, 0.0, 0.0], [0.0, 0.0, 0.0], [0.0, 0.0, 0.1], [0.0, 0.0, 0.0], [0.0, -0.1, 0.0], [0.0, 0.0, 0.0], [0.0, 0.0, 0.0], [0.0, 0.0, 0.0], [0.0, 0.0, 0.0], [0.0, 0.0, 0.0], [0.1, -0.1, 0.1], [-0.1, 0.0, 0.0], [0.0, 0.0, 0.1], [-0.1, 0.1, 0.0], [-0.1, 0.2, 0.1], [0.0, -0.2, -0.1], [-0.1, 0.1, 0.0], [0.0, 0.0, 0.0], [0.0, 0.0, 0.0], [0.0, 0.0, 0.0], [0.2, 0.1, 0.0], [-0.2, 0.0, 0.2], [0.3, 0.0, -0.2], [-0.1, 0.2, 0.2], [0.0, 0.0, 0.0], [0.0, 0.0, 0.0], [0.0, 0.0, -0.1], [0.0, -0.2, 0.2], [0.1, 0.2, -0.1], [0.0, 0.0, 0.0], [0.0, 0.0, 0.0], [0.0, 0.0, 0.0], [0.0, 0.0, 0.0], [0.0, 0.0, 0.0], [0.0, 0.0, 0.0], [0.0, 0.0, 0.0], [0.0, 0.0, 0.0], [0.0, 0.0, 0.0], [0.0, 0.0, 0.0], [0.0, 0.0, 0.0], [0.0, 0.0, 0.0], [0.0, 0.0, 0.0], [0.0, 0.1, 0.0], [0.0, 0.0, 0.0], [0.0, 0.0, 0.0], [0.0, 0.0, 0.0], [0.0, 0.0, 0.0], [0.0, 0.0, 0.0]], "e_lumo_ev": [-8.8, -12.2], "charge": 3, "s_squared": 6.042, "spin_multiplicity": 5, "homo_energy_ev": [-15.56, -16.75], "orbital_gap_ev": [6.75, 4.54]}

***

| no. | maximum force (eV Å⁻¹) | total energy (Ha) |
| --- | --- | --- |
| 1 | 0.9 | -2898.84336 |
| 2 | 0.5 | -2663.32000 |